Here is 2 unconnected molecules or ions with the total composition CHFIPS in a non-equilibrium geometry from the Open Molecules 2025 dataset. Energies are from wB97M-V/def2-TZVPD.

```
6
Properties=species:S:1:pos:R:3:forces:R:3
S 1.239113 1.982423 0.596758 -0.99 -1.13 -0.61
F 1.475877 -0.537967 0.164353 -0.51 0.07 0.11
C 0.678222 0.541683 0.027054 1.08 0.47 -0.28
P -0.800588 0.340266 -1.046248 0.16 0.30 1.23
I -1.197443 -2.031831 -1.222655 0.28 0.06 -0.10
H -1.395182 -0.294574 1.480738 -0.02 0.22 -0.34
```
Positions in Å, forces in eV/Å.

The value obtained for the energy above the lowest of the compared OMol25 structures with the same formula, charge and spin is 386.4 kJ/mol. The spin multiplicity is 1. The calculation puts the HOMO energy (spin up / spin down) at -0.354 / -0.329 Ha.